Record 1
This record from the OMol25 dataset describes the molecule C4H6F2. The level of theory is ωB97M-V/def2-TZVPD.

Output
gap between HOMO and LUMO: 0.3998 Ha
energy above the lowest of the compared OMol25 structures with the same formula, charge and spin: 0.709 eV
molar mass: 92.09 g/mol
SMILES: FC/C=C/CF
net charge: 0
electronic energy: -9679.0526 eV

The geometry in XYZ format:
```
12
Properties=species:S:1:pos:R:3:forces:R:3:mulliken_charge:R:1
C -1.9807 0.0579 0.2000 1.5 1.0 1.0 -0.175
C -0.5293 -0.3141 0.0537 0.7 0.1 0.0 -0.127
C 0.5226 0.4991 -0.0317 0.5 -0.7 -0.3 -0.430
C 1.9775 -0.0023 -0.1910 -1.5 1.4 -0.4 -0.293
H -2.1691 0.1232 1.3031 -0.2 0.3 -0.9 0.189
H -2.1740 1.0353 -0.3385 -0.3 -1.2 0.6 0.251
H -0.3451 -1.3919 0.0567 -0.1 0.2 0.1 0.338
H 0.4505 1.5806 -0.1156 -0.2 0.0 0.1 0.301
H 2.2068 0.1428 -1.2638 0.4 -0.1 0.5 0.228
H 2.6399 0.5766 0.4582 0.1 0.0 -0.2 0.278
F -2.7120 -0.9961 -0.2588 -0.8 -0.2 -0.6 -0.281
F 2.1129 -1.3110 0.1277 0.0 -1.0 0.1 -0.279
```
Forces are in eV/Å.

Record 2
This record from the OMol25 dataset describes the molecule C4H6F2. The level of theory is ωB97M-V/def2-TZVPD.

Output
gap between HOMO and LUMO: 0.4196 Ha
energy above the lowest of the compared OMol25 structures with the same formula, charge and spin: 0.297 eV
molar mass: 92.09 g/mol
SMILES: C=CC(C)(F)F
net charge: 0
electronic energy: -9679.4645 eV

The geometry in XYZ format:
```
12
Properties=species:S:1:pos:R:3:forces:R:3:mulliken_charge:R:1
C 0.6288 -1.0704 1.0130 -1.4 -1.4 -0.1 -1.230
C 0.5899 0.1809 0.2717 -0.4 1.3 0.0 1.110
C -0.2161 0.3054 -0.9705 -2.7 0.4 0.2 -0.409
C -1.3859 0.9878 -0.9219 2.8 -2.0 -0.4 -0.743
H 0.7203 -1.7709 0.2195 0.3 -1.3 -0.4 0.326
H -0.3377 -1.3054 1.4974 0.7 0.3 0.0 0.315
H 1.4923 -1.1386 1.6415 0.3 0.1 0.6 0.347
H 0.1443 -0.2239 -1.8790 -0.2 0.7 0.8 0.308
H -1.9053 1.0695 -1.8111 -1.3 0.3 -1.6 0.298
H -1.8152 1.3504 -0.0366 -0.2 0.7 1.0 0.285
F 0.2591 1.1768 1.1641 0.0 0.4 -0.1 -0.304
F 1.8255 0.4385 -0.1881 2.1 0.5 0.1 -0.302
```
Forces are in eV/Å.

Record 3
This record from the OMol25 dataset describes the molecule C4H6F2N2. The level of theory is ωB97M-V/def2-TZVPD.

Output
gap between HOMO and LUMO: 0.3316 Ha
energy above the lowest of the compared OMol25 structures with the same formula, charge and spin: 2.468 eV
molar mass: 120.10 g/mol
SMILES: N/N=C\C=C\C(F)F
net charge: 0
electronic energy: -12657.6694 eV

The geometry in XYZ format:
```
14
Properties=species:S:1:pos:R:3:forces:R:3:mulliken_charge:R:1
C -1.6871 -0.7524 0.3974 -1.8 -3.0 0.6 -0.127
C -0.5720 -0.2064 -0.2217 5.5 2.5 -2.1 0.078
C 0.7092 -0.5583 0.1237 -3.5 2.1 -0.8 -0.355
C 1.8410 0.2706 -0.2835 -0.6 -0.2 1.9 0.283
H -2.5006 1.5098 -0.0851 0.7 1.5 0.6 0.209
H -4.0556 1.0543 -0.5172 2.0 -0.3 0.2 0.282
H -1.3525 -1.7681 0.7974 -1.3 1.3 0.3 0.220
H -0.4487 0.6099 -1.0225 -1.5 -1.1 1.3 0.191
H 0.9378 -1.2712 0.8295 0.4 -1.7 1.6 0.367
H 1.6319 0.9256 -1.0886 -0.1 1.2 -0.5 0.288
N -3.0223 0.7971 -0.5041 -3.2 -1.9 0.2 -0.486
N -2.9194 -0.3876 0.3551 1.2 0.8 -1.2 -0.425
F 2.2893 0.9624 0.8783 -0.3 -0.4 -1.5 -0.270
F 2.7810 -0.5677 -0.6524 2.4 -0.8 -0.6 -0.256
```
Forces are in eV/Å.

Look up the gap between HOMO and LUMO of the third one. 0.3316 Ha